{"formula": "C4H8N4", "method": "the ωB97M-V functional and the def2-TZVPD basis", "e_homo_ha": -0.28626, "gap_ev": 8.8, "species": ["C", "N", "N", "C", "C", "C", "N", "N", "H", "H", "H", "H", "H", "H", "H", "H"], "xyz": [[0.954129, 1.883298, 0.074625], [0.796526, 0.488259, -0.277485], [1.820818, -0.469891, 0.143372], [1.182771, -1.710684, -0.011413], [-0.152106, -1.602184, -0.066527], [-0.433198, -0.136316, -0.086670], [-1.500969, 0.543698, -0.097646], [-2.658041, -0.291520, 0.033016], [1.564613, 2.358162, -0.691908], [1.430283, 2.019420, 1.044694], [-0.021547, 2.292167, -0.012980], [2.694995, -0.460162, -0.375586], [1.846034, -2.570979, 0.015368], [-1.073046, -2.245467, 0.045507], [-3.342308, 0.018448, -0.673511], [-3.108952, -0.116256, 0.937144]], "atomic_forces_ev_per_a": [[1.2, -0.6, -0.6], [1.0, -0.8, 0.6], [-1.1, 0.0, -0.6], [0.0, -0.2, 0.8], [-1.7, 0.6, 0.5], [1.3, -1.2, -0.8], [-0.9, 0.5, 0.4], [-0.9, -0.3, -0.2], [0.2, 0.1, 0.1], [-0.3, 0.0, 0.2], [-0.8, 0.5, 0.4], [-0.3, 0.7, -0.3], [-0.4, 0.0, 0.0], [1.8, 0.3, -0.4], [0.5, -0.1, 0.5], [0.3, 0.2, -0.4]]}